Entry from the Open Molecules 2025 dataset: C18H23NO3 in the gas phase (ωB97M-V/def2-TZVPD).

Element x y z (Å)
C1 -3.457 -1.836 1.581
C2 -2.709 -1.413 0.324
O1 -1.306 -1.545 0.555
C3 -0.534 -1.931 -0.475
O2 -0.962 -2.189 -1.573
C4 0.902 -1.978 -0.107
C5 1.821 -2.334 -1.091
C6 3.171 -2.375 -0.797
C7 3.609 -2.064 0.481
C8 2.697 -1.712 1.464
C9 1.346 -1.665 1.175
C10 -3.095 0.030 -0.061
O3 -4.258 0.364 -0.133
N1 -2.057 0.840 -0.304
C11 -2.182 2.219 -0.712
C12 -1.194 3.090 0.061
C13 0.254 2.679 -0.064
C14 0.747 1.945 -1.053
C15 2.183 1.532 -1.169
C16 2.944 1.745 0.135
C17 2.608 3.120 0.699
C18 1.127 3.174 1.059
H1 -3.087 -1.272 2.434
H2 -3.320 -2.897 1.770
H3 -4.512 -1.621 1.443
H4 -2.988 -2.051 -0.526
H5 1.454 -2.572 -2.078
H6 3.882 -2.650 -1.561
H7 4.664 -2.096 0.712
H8 3.043 -1.472 2.458
H9 0.630 -1.390 1.934
H10 -1.112 0.500 -0.208
H11 -2.009 2.308 -1.791
H12 -3.210 2.524 -0.506
H13 -1.463 3.069 1.121
H14 -1.301 4.124 -0.279
H15 0.120 1.618 -1.872
H16 2.234 0.481 -1.467
H17 2.649 2.115 -1.970
H18 2.653 0.978 0.856
H19 4.017 1.651 -0.040
H20 2.829 3.881 -0.052
H21 3.214 3.331 1.583
H22 0.840 4.198 1.314
H23 0.943 2.558 1.946

The calculation puts the relative energy (zero: lowest compared OMol25 entry of this formula, charge and spin) at 54.7 kJ/mol. As for the lowest unoccupied orbital energy: 0.26 eV. The total charge is 0. The HOMO energy comes out at -9.17 eV. The value obtained for the frontier orbital gap is 9.4217 eV.

***

Entry from the Open Molecules 2025 dataset: a molecular structure, C18H24As2N2O3RhS2 (ωB97M-V/def2-TZVPD).

Element x y z (Å)
Rh1 -0.506 -0.180 -0.494
C1 1.872 2.547 -0.360
As1 0.923 1.335 0.814
C2 2.297 0.675 1.997
C3 -0.210 2.586 1.751
C4 0.193 3.356 2.833
C5 -0.677 4.292 3.374
C6 -1.940 4.469 2.826
C7 -2.343 3.707 1.738
C8 -1.483 2.755 1.202
As2 -2.036 1.622 -0.282
C9 -2.257 2.777 -1.815
C10 -3.869 1.215 0.173
H1 2.308 3.341 0.245
H2 1.166 2.972 -1.070
H3 2.644 2.013 -0.908
H4 2.892 1.493 2.400
H5 2.938 0.014 1.416
H6 1.839 0.109 2.806
H7 1.181 3.231 3.260
H8 -0.368 4.886 4.224
H9 -2.616 5.200 3.249
H10 -3.333 3.857 1.326
H11 -2.880 3.632 -1.558
H12 -2.732 2.191 -2.601
H13 -1.286 3.121 -2.166
H14 -4.445 2.139 0.160
H15 -3.909 0.762 1.160
H16 -4.281 0.528 -0.564
O1 0.949 0.244 -1.933
N1 1.841 -0.679 -2.079
N2 1.750 -1.658 -1.301
O2 0.806 -1.774 -0.381
C11 2.716 -2.729 -1.390
C12 3.832 -2.591 -2.204
C13 4.735 -3.638 -2.266
C14 4.526 -4.795 -1.526
C15 3.406 -4.907 -0.717
C16 2.488 -3.870 -0.642
H17 3.985 -1.689 -2.776
H18 5.609 -3.547 -2.897
H19 5.238 -5.607 -1.581
H20 3.240 -5.807 -0.140
H21 1.610 -3.937 -0.018
C17 -3.928 -3.788 -0.090
O3 -3.353 -3.045 -1.188
C18 -2.509 -2.093 -0.927
S1 -2.046 -1.582 0.625
S2 -1.761 -1.235 -2.179
H22 -4.402 -4.650 -0.545
H23 -4.665 -3.168 0.418
H24 -3.146 -4.099 0.600

The calculation puts the relative energy (zero: lowest compared OMol25 entry of this formula, charge and spin) at 45.7 kJ/mol. As for the lowest unoccupied orbital energy: -2.98 eV. The total charge is +1. The HOMO energy comes out at -11.22 eV. The value obtained for the frontier orbital gap is 8.2456 eV.

***

Entry from the Open Molecules 2025 dataset: a molecular structure, C18H24As2N3OsS2 (ωB97M-V/def2-TZVPD).

Element x y z (Å)
Os1 -0.097 0.372 -1.111
C1 -2.051 -2.077 0.661
As1 -1.051 -1.853 -0.963
C2 -2.258 -2.083 -2.442
C3 0.339 -3.165 -1.067
C4 0.058 -4.503 -0.820
C5 1.079 -5.439 -0.929
C6 2.360 -5.042 -1.284
C7 2.640 -3.704 -1.536
C8 1.624 -2.764 -1.426
As2 1.918 -0.914 -1.817
C9 3.599 -0.384 -1.046
C10 2.085 -0.702 -3.724
H1 -2.511 -3.066 0.649
H2 -2.833 -1.322 0.711
H3 -1.382 -2.002 1.516
H4 -2.633 -3.107 -2.469
H5 -1.724 -1.879 -3.369
H6 -3.093 -1.396 -2.319
H7 -0.939 -4.826 -0.545
H8 0.870 -6.483 -0.737
H9 3.150 -5.777 -1.366
H10 3.645 -3.411 -1.816
H11 4.413 -0.862 -1.592
H12 3.638 -0.696 -0.005
H13 3.709 0.696 -1.128
H14 2.944 -1.280 -4.066
H15 2.243 0.349 -3.961
H16 1.187 -1.073 -4.213
N1 1.021 1.683 3.034
C11 0.325 1.555 1.933
S1 0.797 0.161 0.886
N2 -0.663 2.351 1.609
C12 -1.083 3.483 2.418
C13 -1.561 3.244 3.700
C14 -1.964 4.325 4.469
C15 -1.903 5.611 3.945
C16 -1.439 5.826 2.652
C17 -1.020 4.757 1.875
H17 1.779 1.054 3.256
H18 0.820 2.438 3.685
H19 -1.103 2.237 0.706
H20 -1.643 2.232 4.080
H21 -2.343 4.161 5.469
H22 -2.225 6.450 4.546
H23 -1.396 6.829 2.250
H24 -0.639 4.918 0.875
S2 -3.048 2.210 -4.102
C18 -2.175 1.657 -2.994
N3 -1.465 1.209 -2.076

The calculation puts the relative energy (zero: lowest compared OMol25 entry of this formula, charge and spin) at 48.5 kJ/mol. As for the lowest unoccupied orbital energy (alpha / beta): -11.93 / -12.32 eV. The total charge is +3. The HOMO energy (alpha / beta) comes out at -17.04 / -17.04 eV. The value obtained for the frontier orbital gap (alpha / beta) is 5.1138 / 4.7176 eV.

***

Entry from the Open Molecules 2025 dataset: a molecular structure, C18H24BBeF10N9O4S2 in a non-equilibrium geometry (ωB97M-V/def2-TZVPD).

Element x y z (Å)
Be1 1.764 -0.187 3.290
B1 2.618 2.674 4.662
F1 2.520 2.784 3.327
F2 1.610 3.490 5.144
F3 2.479 1.353 5.029
F4 3.735 3.278 4.993
C1 -2.267 -1.604 1.143
F5 -3.059 -1.454 0.081
F6 -2.562 -0.682 2.090
F7 -2.399 -2.876 1.560
S1 -0.364 -1.426 0.485
O1 0.250 -2.621 1.026
O2 -0.404 -1.388 -1.015
N1 0.204 -0.009 1.404
S2 -0.139 1.249 0.638
O3 -1.500 1.368 0.117
O4 0.325 2.450 1.389
C2 0.826 1.282 -1.095
F8 1.755 0.343 -1.094
F9 -0.178 1.104 -2.036
F10 1.494 2.459 -1.178
C3 -0.709 2.668 -4.743
C4 0.629 3.023 -4.439
N2 1.715 3.339 -4.248
H1 -1.186 2.169 -3.899
H2 -0.799 2.044 -5.632
H3 -1.161 3.652 -4.861
C5 1.473 -4.887 -0.408
C6 0.007 -4.879 -0.468
N3 -1.152 -4.840 -0.519
H4 2.033 -5.554 -1.063
H5 1.735 -5.183 0.608
H6 1.829 -3.863 -0.512
C7 -4.212 0.790 -2.098
C8 -4.805 1.701 -3.100
N4 -5.309 2.435 -3.852
H7 -3.184 1.141 -2.006
H8 -4.243 -0.233 -2.474
H9 -4.777 0.912 -1.174
C9 -2.326 -2.412 5.203
C10 -1.012 -2.097 4.810
N5 0.082 -1.893 4.447
H10 -2.315 -2.157 6.263
H11 -2.632 -3.434 4.977
H12 -2.984 -1.773 4.614
C11 4.629 -1.299 -0.485
C12 4.685 -1.724 -1.910
N6 4.701 -2.020 -3.059
H13 5.156 -0.350 -0.389
H14 5.301 -2.069 -0.106
H15 3.659 -1.088 -0.036
C13 -1.890 3.214 3.584
C14 -1.106 2.222 4.228
N7 -0.424 1.345 4.673
H16 -2.804 2.827 3.134
H17 -1.302 3.878 2.951
H18 -2.265 3.847 4.388
C15 4.577 3.138 -2.442
C16 5.307 2.454 -3.466
N8 5.880 1.917 -4.317
H19 3.774 2.506 -2.062
H20 4.266 4.137 -2.747
H21 5.195 3.253 -1.552
C17 -3.031 -3.212 -2.544
C18 -4.412 -2.779 -2.829
N9 -5.494 -2.424 -3.052
H22 -2.249 -2.870 -3.222
H23 -2.863 -4.289 -2.563
H24 -2.698 -2.866 -1.566

As for the multiplicity: 2. As for the lowest unoccupied orbital energy (alpha / beta): 1.96 / 0.45 eV. The total charge is -1. The HOMO energy (alpha / beta) comes out at -5.83 / -8.34 eV. The value obtained for the frontier orbital gap (alpha / beta) is 7.7871 / 8.7881 eV.

***

Entry from the Open Molecules 2025 dataset: a gas-phase ion, C18H24ClN2O3S2 (charge +1) in a non-equilibrium geometry (ωB97M-V/def2-TZVPD).

Element x y z (Å)
O1 -0.445 -1.185 -1.580
S1 0.175 -0.861 -0.321
O2 -0.438 -1.458 0.839
C1 1.923 -1.178 -0.346
C2 2.689 -0.658 -1.374
C3 4.055 -0.871 -1.368
C4 4.630 -1.608 -0.337
Cl1 6.328 -1.848 -0.316
C5 3.846 -2.149 0.677
C6 2.481 -1.928 0.672
N1 -0.129 0.777 -0.124
C7 -0.352 1.600 -1.297
C8 -1.815 2.060 -1.364
C9 -2.785 0.910 -1.630
N2 -2.907 -0.049 -0.503
C10 -3.655 0.486 0.656
C11 -3.673 -0.570 1.768
O3 -4.289 -1.745 1.314
C12 -3.569 -2.301 0.242
C13 -3.516 -1.330 -0.942
C14 0.440 1.387 1.070
C15 1.925 1.546 1.038
C16 2.834 0.975 1.874
C17 4.169 1.319 1.564
C18 4.259 2.147 0.495
S2 2.717 2.534 -0.152
H1 2.222 -0.097 -2.167
H2 4.674 -0.471 -2.154
H3 4.304 -2.731 1.461
H4 1.842 -2.326 1.443
H5 -0.127 0.998 -2.178
H6 0.311 2.468 -1.287
H7 -2.076 2.591 -0.448
H8 -1.911 2.766 -2.189
H9 -2.422 0.347 -2.493
H10 -3.782 1.297 -1.852
H11 -1.950 -0.270 -0.185
H12 -3.182 1.399 1.014
H13 -4.678 0.701 0.336
H14 -4.261 -0.216 2.616
H15 -2.643 -0.778 2.094
H16 -4.095 -3.213 -0.045
H17 -2.545 -2.550 0.554
H18 -2.899 -1.754 -1.734
H19 -4.523 -1.123 -1.311
H20 -0.050 2.355 1.212
H21 0.177 0.733 1.905
H22 2.562 0.336 2.695
H23 5.019 0.967 2.117
H24 5.135 2.567 0.043

The calculation puts the relative energy (zero: lowest compared OMol25 entry of this formula, charge and spin) at 0.0 kJ/mol. As for the lowest unoccupied orbital energy: -2.47 eV. The total charge is +1. The HOMO energy comes out at -11.54 eV. The value obtained for the frontier orbital gap is 9.0621 eV.